[1]
ORCA calculation (ωB97M-V with the def2-TZVPD basis set) on C4H6FN as an isolated structure.

Element x y z (Å)
1 C 0.021 -1.306 -0.327
2 C 0.546 0.136 -0.006
3 C -0.124 0.860 0.989
4 C 0.011 0.989 -1.277
5 H 0.393 -1.658 -1.615
6 H -1.267 -1.447 0.118
7 H 0.522 -1.979 0.480
8 H 1.682 -0.055 -0.195
9 H 0.426 1.777 1.155
10 H -1.189 0.943 0.509
11 N -0.538 1.412 -2.249
12 F -0.485 0.329 2.420

Calculated values
Kohn-Sham gap, eV: 12.3

***

[2]
ORCA calculation (ωB97M-V with the def2-TZVPD basis set) on C4H6FNO as an isolated structure.

Element x y z (Å)
1 C 1.136 1.633 0.148
2 C 0.070 0.706 -0.125
3 C -1.237 0.894 -0.067
4 C 0.716 -0.562 -0.063
5 H 1.660 1.879 -0.717
6 H 1.699 0.970 1.001
7 H 0.877 2.694 0.509
8 H -1.946 1.833 0.183
9 H 0.217 -2.542 -0.330
10 H -1.162 -1.577 -0.348
11 N -0.203 -1.596 0.466
12 O 1.998 -0.815 -0.235
13 F -2.224 -0.177 -0.115

Calculated values
Kohn-Sham gap, eV: 9.9

***

[3]
ORCA calculation (ωB97M-V with the def2-TZVPD basis set) on one molecule with the formula C4H6FNO.

Element x y z (Å)
1 C -0.844 1.070 -1.540
2 C -0.196 0.128 -0.668
3 C 0.084 -1.155 -0.984
4 F 0.661 -2.060 -0.167
5 C 0.088 0.655 0.713
6 N 0.398 -0.234 1.745
7 O -0.167 1.833 0.917
8 H -0.303 2.004 -1.627
9 H -1.873 1.296 -1.383
10 H -0.774 0.623 -2.539
11 H -0.159 -1.558 -1.960
12 H 0.408 0.192 2.660
13 H 0.509 -1.232 1.667

Calculated values
Kohn-Sham gap, eV: 10.8

***

[4]
ORCA calculation (ωB97M-V with the def2-TZVPD basis set) on one molecule with the formula C4H6FNOS.

Element x y z (Å)
1 O -2.289 -0.721 -2.186
2 C -1.417 -0.502 -1.409
3 N -1.231 -1.027 -0.114
4 C 0.041 -0.923 0.624
5 C 1.035 0.082 -0.116
6 C 0.921 1.572 0.454
7 F -0.441 1.791 0.573
8 S 0.211 0.270 -1.680
9 H -2.054 -1.477 0.532
10 H -0.102 -0.684 1.710
11 H 0.512 -1.962 0.720
12 H 2.001 -0.464 -0.374
13 H 1.473 2.386 -0.119
14 H 1.341 1.659 1.385

Calculated values
Kohn-Sham gap, eV: 9.6

***

[5]
ORCA calculation (ωB97M-V with the def2-TZVPD basis set) on a 2-piece molecular cluster, C4H6FNS2 overall.

Element x y z (Å)
1 F 0.346 -1.497 -1.331
2 C -0.823 -1.125 -0.823
3 C -1.128 0.164 -0.648
4 C -2.401 0.597 -0.094
5 S -3.642 -0.332 0.397
6 H -1.470 -1.960 -0.577
7 H -0.399 0.920 -0.929
8 H -2.501 1.682 -0.012
9 N 2.166 2.100 0.383
10 C 2.156 0.779 0.174
11 S 3.241 -0.295 0.770
12 H 2.893 2.506 0.954
13 H 1.466 2.708 -0.014
14 H 1.324 0.456 -0.457

Calculated values
Kohn-Sham gap, eV: 7.5

***

[6]
ORCA calculation (ωB97M-V with the def2-TZVPD basis set) on one molecule with the formula C4H6FNS2.

Element x y z (Å)
1 F -2.133 1.697 -0.980
2 C -0.853 1.049 -0.837
3 C -0.933 -0.273 -1.593
4 S 0.736 -1.023 -1.595
5 N 0.893 -1.051 0.143
6 C 0.455 -0.094 1.046
7 S 1.083 -0.052 2.543
8 C -0.705 0.769 0.613
9 H -0.117 1.727 -1.337
10 H -1.042 0.001 -2.671
11 H -1.695 -0.984 -1.270
12 H 1.173 -1.954 0.495
13 H -0.713 1.665 1.202
14 H -1.550 0.122 0.862

Calculated values
Kohn-Sham gap, eV: 8.7

***

[7]
ORCA calculation (ωB97M-V with the def2-TZVPD basis set) on C4H6FO4Sn as an isolated structure.

Element x y z (Å)
1 C -4.258 0.147 -0.240
2 O -3.460 0.264 0.886
3 H -4.418 1.117 -0.762
4 H -3.809 -0.553 -0.980
5 H -5.272 -0.243 -0.002
6 C -5.115 1.939 4.776
7 O -4.009 1.250 4.602
8 C -4.047 0.782 2.840
9 C -4.976 1.941 2.502
10 O -5.774 2.201 3.699
11 O -5.572 1.981 5.929
12 F -4.715 -0.402 2.973
13 H -2.961 0.879 2.876
14 H -4.412 2.845 2.264
15 H -5.694 1.692 1.718
16 Sn -3.900 1.286 6.626

Calculated values
Net charge: +1
Kohn-Sham gap, eV: 4.5

***

[8]
ORCA calculation (ωB97M-V with the def2-TZVPD basis set) on a 2-piece molecular cluster, C4H6FP overall.

Element x y z (Å)
1 C 0.740 0.785 -0.086
2 C 0.211 2.175 0.162
3 C -0.737 0.969 0.250
4 C 0.226 -2.553 -0.221
5 F -0.847 -2.213 -0.960
6 P 1.912 -0.206 -0.516
7 H 0.241 2.624 1.106
8 H 0.041 2.956 -0.568
9 H -1.497 0.926 -0.638
10 H -1.024 0.486 1.101
11 H 0.584 -3.633 -0.433
12 H 0.149 -2.316 0.801

Calculated values
Kohn-Sham gap (spin up / spin down), eV: 7.9 / 8.2

***

[9]
ORCA calculation (ωB97M-V with the def2-TZVPD basis set) on C4H6FeMgO5 as an isolated structure.

Element x y z (Å)
1 O 1.264 1.834 1.197
2 C 0.304 2.187 2.133
3 C -1.106 1.908 1.621
4 O -1.093 0.569 1.086
5 C -2.275 0.045 0.657
6 Mg 0.817 0.247 0.247
7 H 0.340 3.264 2.389
8 H 0.439 1.634 3.086
9 H -1.378 2.591 0.802
10 H -1.858 1.967 2.420
11 H -2.226 -0.911 0.139
12 H -3.182 0.437 1.118
13 O 0.958 -1.800 0.117
14 C 0.638 -1.737 -1.122
15 O 0.398 -0.521 -1.585
16 O 0.410 -2.712 -1.885
17 Fe -0.404 -1.332 -3.334

Calculated values
<S²>: 12.008
Kohn-Sham gap (spin up / spin down), eV: 7.9 / 8.4
Multiplicity: 7

***

[10]
ORCA calculation (ωB97M-V with the def2-TZVPD basis set) on C4H6FeO3 as an isolated structure.

Element x y z (Å)
1 O -0.122 0.244 -0.363
2 C 1.117 -0.089 0.004
3 C 1.512 -1.503 0.139
4 H 2.584 -1.570 0.331
5 H 0.941 -1.966 0.956
6 H 1.253 -2.045 -0.783
7 C -1.326 3.437 0.474
8 O -2.348 3.739 0.817
9 Fe 0.428 2.239 -0.274
10 O 1.748 0.897 0.395
11 C -1.249 -0.691 -0.402
12 H -1.336 -1.225 0.547
13 H -2.130 -0.082 -0.612
14 H -1.074 -1.385 -1.229

Calculated values
<S²>: 8.760
Net charge: +3
Kohn-Sham gap (spin up / spin down), eV: 11.5 / 6.5
Multiplicity: 6

***

[11]
ORCA calculation (ωB97M-V with the def2-TZVPD basis set) on C4H6HgO2 as an isolated structure.

Element x y z (Å)
1 O 0.817 -0.886 1.994
2 C -2.952 -0.387 -0.270
3 Hg -1.056 0.047 1.291
4 O -1.789 -0.346 -0.899
5 C -1.617 -0.610 -2.308
6 H -0.967 -1.485 -2.426
7 H -2.606 -0.790 -2.751
8 H -1.133 0.268 -2.755
9 C 2.028 -0.533 2.059
10 C 2.261 0.900 1.583
11 H 1.714 1.172 0.658
12 H 1.960 1.583 2.394
13 H 3.339 1.066 1.431

Calculated values
<S²>: 0.790
Net charge: -1
Kohn-Sham gap (spin up / spin down), eV: 5.0 / 5.2
Multiplicity: 2

***

[12]
ORCA calculation (ωB97M-V with the def2-TZVPD basis set) on C4H6HgO2 as an isolated structure.

Element x y z (Å)
1 O -2.379 1.147 -0.024
2 C -1.027 0.765 -0.040
3 C -0.973 -0.757 0.055
4 C 0.402 -1.258 0.038
5 C 1.545 -1.661 0.007
6 H -2.447 2.102 -0.112
7 H -0.493 1.208 0.823
8 H -0.537 1.096 -0.974
9 H -1.527 -1.192 -0.790
10 H -1.469 -1.083 0.981
11 H 2.545 -2.057 0.051
12 O 4.216 0.691 -0.200
13 Hg 2.144 0.999 0.185

Calculated values
<S²>: 2.021
Kohn-Sham gap (spin up / spin down), eV: 8.6 / 8.4
Multiplicity: 3

***

[13]
ORCA calculation (ωB97M-V with the def2-TZVPD basis set) on C4H6I2O as an isolated structure.

Element x y z (Å)
1 C -1.427 -0.416 0.740
2 C -0.142 -0.702 1.559
3 C -0.370 0.746 -1.527
4 C -1.408 -0.725 -0.758
5 O -2.347 0.123 1.287
6 I -3.355 -0.619 -1.486
7 I -0.542 -2.715 -1.182
8 H -0.287 -1.202 2.468
9 H 0.297 0.395 1.708
10 H 0.666 -1.130 0.957
11 H -0.076 0.523 -2.508
12 H 0.438 0.895 -0.760
13 H -1.154 1.489 -1.638

Calculated values
Kohn-Sham gap, eV: 8.9

***

[14]
ORCA calculation (ωB97M-V with the def2-TZVPD basis set) on a 2-piece molecular cluster, C4H6IN3O overall.

Element x y z (Å)
1 C -1.418 -1.173 0.677
2 C -1.238 -1.166 -0.767
3 N -0.908 0.130 -1.285
4 C -0.585 1.217 -0.927
5 O -0.224 2.317 -0.805
6 H -1.618 -2.065 1.152
7 H -0.539 -0.672 1.113
8 H -2.242 -0.502 0.827
9 H -0.371 -1.665 -1.132
10 H -2.023 -1.604 -1.304
11 N 2.540 2.348 0.790
12 C 2.226 1.196 0.641
13 N 2.031 0.014 0.838
14 I 2.411 -1.618 -0.373
15 H 1.958 3.240 0.554

Calculated values
Kohn-Sham gap, eV: 8.6

***

[15]
ORCA calculation (ωB97M-V with the def2-TZVPD basis set) on a 2-piece molecular cluster, C4H6INO overall.

Element x y z (Å)
1 C 1.032 1.505 0.390
2 C 0.523 0.141 0.030
3 C 0.042 -0.332 -1.146
4 N -0.289 -1.643 -1.083
5 O 0.094 -2.067 0.194
6 C 0.565 -1.030 0.802
7 H 0.488 1.862 1.197
8 H 0.951 1.999 -0.538
9 H 2.048 1.566 0.725
10 H -0.479 0.216 -1.971
11 H 1.079 -1.194 1.736
12 I -3.234 0.070 0.312
13 H -2.819 -1.094 -0.647

Calculated values
Kohn-Sham gap, eV: 10.0

***

[16]
ORCA calculation (ωB97M-V with the def2-TZVPD basis set) on C4H6INO as an isolated structure.

Element x y z (Å)
1 C 0.472 1.910 0.671
2 C 0.477 1.960 -0.696
3 C -1.009 0.671 0.051
4 C 0.236 -2.310 0.039
5 N -0.473 1.050 1.115
6 O -0.592 1.232 -1.097
7 I -2.728 -0.443 -0.228
8 H 0.986 2.704 1.153
9 H 1.176 2.339 -1.469
10 H -0.076 -2.582 0.945
11 H 0.515 -1.122 0.008
12 H -0.251 -2.706 -0.689
13 H 1.267 -2.704 0.198

Calculated values
Kohn-Sham gap, eV: 9.5

***

[17]
ORCA calculation (ωB97M-V with the def2-TZVPD basis set) on one molecule with the formula C4H6INO.

Element x y z (Å)
1 O 2.003 -1.640 0.358
2 C 1.105 -0.865 0.091
3 C -0.376 -1.139 0.241
4 C -1.059 0.211 0.048
5 I -2.337 0.168 -1.693
6 C 0.082 1.246 -0.159
7 N 1.287 0.443 -0.345
8 H -0.698 -1.919 -0.434
9 H -0.476 -1.469 1.270
10 H -1.687 0.455 0.888
11 H -0.108 1.818 -1.053
12 H 0.134 1.874 0.724
13 H 2.130 0.816 0.065

Calculated values
Kohn-Sham gap, eV: 10.0

***

Taking the records one at a time from the top gives electronic energy values of -8448.3541 -10495.4600 -10500.0037 -21334.4176 -30121.6322 -30122.6755 -20971.7904 -16245.8057 -54314.2864 -44734.2792 -12508.2528 -12508.8745 -22492.0228 -18861.6874 -15881.1468 -15880.9579 -15883.8176 eV.